(1)
Here is 2 unconnected molecules or ions with the total composition C5H7F2IO2 in a non-equilibrium geometry from the OMol25 dataset. Energies are from wB97M-V/def2-TZVPD.

Summary:
Strongest force on any atom = 3.57 eV/Å
Spin multiplicity = 1
Structure (SMILES) = CC12OC1(C)O2.FC(F)I
E_tot = -842.458240 hartree
Gap between HOMO and LUMO (alpha / beta) = 7.8446 / 7.8453 eV

Cartesian coordinates (Å):
1 C -1.041869 1.779459 0.491062
2 C -0.363545 0.481904 -0.009364
3 O -0.490834 -0.683115 0.870681
4 C -0.935613 -1.264300 -0.232073
5 C -1.329072 -2.653405 -0.277613
6 O -0.891383 -0.243461 -1.059785
7 H -1.143263 1.704364 1.620538
8 H -1.974817 1.926493 -0.038155
9 H -0.392614 2.568121 0.275835
10 H -0.656070 -3.259258 -0.776878
11 H -2.370345 -2.591930 -0.476537
12 H -1.186799 -3.127960 0.678661
13 F 2.731137 1.647362 1.079676
14 C 2.501256 1.290777 -0.173673
15 F 3.162938 1.935696 -1.071410
16 I 2.948363 -0.844495 -0.561400
17 H 1.432535 1.333749 -0.339558

Force components x, y, z for each atom (eV/Å):
C -0.198 -2.750 0.808
C 1.593 2.360 2.161
O -0.979 0.905 -2.230
C 0.601 0.298 1.824
C -0.076 0.641 0.988
O -1.215 -1.585 0.275
H -0.161 0.112 -1.448
H -0.520 0.161 0.270
H 0.879 1.494 -0.272
H 0.655 -1.233 -2.409
H -0.904 -1.105 -0.883
H -0.294 0.619 0.995
F 1.012 0.360 0.375
C -1.880 -2.151 0.081
F 1.727 1.815 -0.795
I -0.048 0.241 0.382
H -0.192 -0.182 -0.121

(2)
Here is a single C5H7F3N2O2 molecule in a non-equilibrium geometry from the OMol25 dataset. Energies are from wB97M-V/def2-TZVPD.

Summary:
Strongest force on any atom = 4.26 eV/Å
Spin multiplicity = 1
Structure (SMILES) = C=C(C(N)=O)[C@](N)(O)C(F)(F)F
E_tot = -754.294922 hartree
Gap between HOMO and LUMO = 10.5321 eV

Cartesian coordinates (Å):
1 C -1.553706 -1.472356 -0.168044
2 C -0.712807 -0.450277 -0.425419
3 C -1.001003 0.357500 -1.618504
4 N -0.033607 1.198788 -2.004924
5 O -1.899570 0.218884 -2.390962
6 C 0.458363 -0.270877 0.586161
7 N 1.871258 -0.025028 0.101713
8 O 0.611077 -1.426935 1.413231
9 C -0.108395 0.765849 1.559787
10 F -1.374593 0.602157 1.892046
11 F 0.048774 1.932227 0.919462
12 F 0.712202 0.796668 2.696237
13 H -1.263536 -2.115414 0.685994
14 H -2.465343 -1.710441 -0.793859
15 H 0.812850 1.475042 -1.474522
16 H -0.060922 1.617185 -2.873141
17 H 2.126410 0.938030 0.225352
18 H 2.533281 -0.501972 0.757210
19 H 1.299265 -1.929031 0.912183

Force components x, y, z for each atom (eV/Å):
C 0.155 -0.177 -0.175
C -0.543 -2.083 0.591
C 2.030 0.655 -0.734
N 3.174 1.081 2.630
O -2.639 -1.038 -0.458
C 0.337 -1.274 0.794
N -0.867 -0.228 0.672
O 0.656 -0.471 -1.360
C 2.589 0.152 0.750
F 0.489 0.152 0.447
F -0.417 0.905 0.400
F -1.625 0.328 -1.211
H -0.691 0.321 -0.730
H 1.333 0.554 0.787
H -1.222 -0.787 -0.359
H -0.647 0.784 -2.008
H -0.019 0.656 -0.222
H -1.073 0.505 -0.587
H -1.020 -0.035 0.774

(3)
Here is a single C5H7FS2 molecule in a non-equilibrium geometry from the OMol25 dataset. Energies are from wB97M-V/def2-TZVPD.

Summary:
Strongest force on any atom = 2.70 eV/Å
Spin multiplicity = 1
Structure (SMILES) = CCSC(=S)/C=C/F
E_tot = -1090.904424 hartree
Gap between HOMO and LUMO = 8.2889 eV

Cartesian coordinates (Å):
1 C -3.040437 -0.395402 -0.007875
2 C -1.698627 0.485994 0.068734
3 S -0.371905 -0.688309 -0.122930
4 C 1.030031 0.298971 -0.005007
5 S 1.131937 1.869210 -0.106984
6 C 2.262127 -0.545038 -0.033079
7 C 3.482077 0.001918 0.064573
8 F 4.588823 -0.685541 -0.058500
9 H -3.959110 0.112099 -0.223570
10 H -2.753675 -1.059305 -0.853224
11 H -3.148647 -0.954927 0.949307
12 H -1.749604 1.109672 -0.780402
13 H -1.575874 1.030720 0.992826
14 H 2.147755 -1.581640 -0.158161
15 H 3.655126 1.001575 0.274298

Force components x, y, z for each atom (eV/Å):
C 2.552 -0.614 0.549
C -2.153 -1.306 0.341
S -0.097 -0.286 0.439
C 1.413 -2.226 -0.552
S -0.475 2.651 0.221
C 0.453 1.410 0.249
C -1.920 -1.344 -0.128
F 0.811 -0.853 -0.039
H -0.175 0.638 -0.140
H -0.988 -0.080 0.606
H -0.004 0.119 -0.875
H 0.371 1.086 -0.757
H -0.013 0.257 0.086
H -0.021 -1.285 -0.207
H 0.247 1.833 0.206

(4)
Here is a molecular structure, C5H7I2N3O2S in a non-equilibrium geometry from the OMol25 dataset. Energies are from wB97M-V/def2-TZVPD.

Summary:
Strongest force on any atom = 4.35 eV/Å
Spin multiplicity = 1
E_tot = -1502.862568 hartree
Gap between HOMO and LUMO = 8.4524 eV

Cartesian coordinates (Å):
1 C -0.576644 -0.271906 2.303732
2 C 1.794185 -0.981821 1.968643
3 C 2.262974 -0.622029 0.759581
4 C -0.028289 1.428955 -1.673612
5 C -2.126618 0.181228 -1.635936
6 N 0.610854 -0.769829 2.530467
7 N -1.388254 -0.036648 1.169034
8 N -0.688627 0.156429 -1.490186
9 O 1.222623 0.137322 0.126625
10 O -0.149624 -1.937672 -0.074380
11 S -0.283595 -0.508429 0.025410
12 I 3.258387 -1.862981 3.135401
13 I 4.075306 -0.605148 -0.142239
14 H -1.033897 -0.191409 3.262293
15 H -0.498082 1.933991 -2.509838
16 H -0.152215 2.072240 -0.918243
17 H 1.019973 1.236275 -1.911956
18 H -2.527976 1.164726 -1.234163
19 H -2.394473 0.158981 -2.667218
20 H -2.396007 -0.682277 -1.023416

Force components x, y, z for each atom (eV/Å):
C 0.084 -1.072 0.095
C 1.594 -0.584 -0.563
C -2.824 0.751 0.573
C 0.888 -1.546 -3.701
C -0.168 1.161 1.587
N -0.793 0.879 0.322
N 4.335 -0.291 -0.289
N 1.047 -0.454 1.759
O -0.693 0.366 -0.597
O -0.162 0.825 -0.048
S -0.484 -0.986 -1.464
I 0.274 -0.614 0.913
I 0.072 -0.002 -0.355
H -1.278 0.633 0.288
H -0.056 -0.209 -0.496
H -0.230 2.345 3.316
H -0.224 0.435 0.085
H 0.113 -1.278 -0.045
H -0.175 -0.559 -0.741
H -1.320 0.200 -0.639

(5)
Here is 2 unconnected molecules or ions with the total composition C5H7IO in a non-equilibrium geometry from the OMol25 dataset. Energies are from wB97M-V/def2-TZVPD.

Summary:
Strongest force on any atom = 3.77 eV/Å
Spin multiplicity = 1
E_tot = -567.488994 hartree
Gap between HOMO and LUMO (alpha / beta) = 6.4258 / 7.7957 eV

Cartesian coordinates (Å):
1 C -1.788250 -0.033399 -1.333195
2 C 0.469503 1.096590 0.821917
3 C 1.188640 0.644907 -0.451117
4 C 0.245527 -0.177550 0.306289
5 C 0.209788 -1.561089 0.630872
6 O -2.407108 -0.834861 -1.963517
7 I -2.340443 2.084288 -1.224078
8 H 1.048894 1.205997 1.729502
9 H -0.322290 1.904027 0.783088
10 H 0.768892 1.110700 -1.294082
11 H 2.184132 0.344210 -0.311192
12 H -0.621777 -1.840351 1.118615
13 H 1.025227 -1.725618 1.421354
14 H 0.339265 -2.217850 -0.234456

Force components x, y, z for each atom (eV/Å):
C -0.656 -2.932 -0.661
C -0.567 2.508 1.221
C -1.497 -0.001 1.555
C -1.468 -0.473 -2.774
C 3.548 -0.708 0.141
O 1.933 2.160 1.813
I -0.366 1.000 -0.169
H 0.090 -0.178 0.233
H 0.856 -1.006 -0.343
H 0.253 0.465 -1.352
H 1.406 -0.008 -0.494
H -3.230 -0.914 1.720
H -0.569 -0.108 -1.089
H 0.267 0.195 0.199

(6)
Here is a molecular structure, C5H7IO2S in a non-equilibrium geometry from the OMol25 dataset. Energies are from wB97M-V/def2-TZVPD.

Summary:
Strongest force on any atom = 3.55 eV/Å
Spin multiplicity = 1
E_tot = -1040.903282 hartree
Gap between HOMO and LUMO (alpha / beta) = 8.0522 / 6.9402 eV

Cartesian coordinates (Å):
1 C 0.060400 1.361072 1.872986
2 C -0.647426 0.030801 1.806971
3 C -0.261172 -0.970570 0.671235
4 C -0.762706 -0.548531 -0.808919
5 C 0.516936 -0.042608 -1.598961
6 O 1.633289 2.454926 -1.644850
7 O 0.666653 1.933102 0.982793
8 S 1.687275 1.333606 -0.726290
9 I 1.887058 -1.620885 -2.141990
10 H -0.486842 -0.469568 2.793699
11 H -1.760874 0.444879 1.861783
12 H 0.777234 -1.193763 0.510656
13 H -0.741741 -1.998992 0.852627
14 H -1.232765 -1.506004 -1.169577
15 H -1.423195 0.300800 -0.786473
16 H 0.087875 0.491736 -2.475690

Force components x, y, z for each atom (eV/Å):
C 0.071 0.224 -0.769
C -0.514 0.031 0.553
C -2.837 -0.508 -1.274
C 2.501 -1.134 1.644
C -1.143 0.616 0.248
O -0.180 1.110 -0.415
O -1.116 0.220 2.113
S -0.331 -3.098 -1.708
I -0.462 0.334 -0.034
H -0.233 0.517 -0.627
H 1.970 -1.274 -0.474
H 0.713 0.216 0.784
H 0.642 1.580 0.246
H 0.447 1.431 -0.501
H -0.610 0.082 0.033
H 1.082 -0.348 0.181

(7)
Here is a molecular structure, C5H7InO4 in a non-equilibrium geometry from the OMol25 dataset. Energies are from wB97M-V/def2-TZVPD.

Summary:
Strongest force on any atom = 3.47 eV/Å
Net charge = +1
Spin multiplicity = 2
<S²> = 0.807
E_tot = -685.384196 hartree
Gap between HOMO and LUMO (alpha / beta) = 6.0246 / 8.3411 eV

Cartesian coordinates (Å):
1 O -1.758188 1.620615 -0.361031
2 In 0.070665 1.567595 -0.489467
3 C -2.477706 0.418229 -0.330396
4 C -1.666166 -0.723332 0.251532
5 H -3.389592 0.543794 0.286854
6 H -2.820887 0.128284 -1.344429
7 H -1.124868 -0.434576 1.163419
8 H -2.160863 -1.700628 0.193430
9 C 0.254032 -1.482396 -0.799018
10 C 0.981035 -0.277607 -0.860919
11 H -0.262521 -1.722362 -1.736172
12 H 0.669820 -2.353280 -0.273066
13 O 2.118777 -0.331784 0.038509
14 C 2.451007 0.785502 0.612223
15 O 1.749756 1.802313 0.644705
16 O 3.545488 0.651687 1.324467
17 H 3.820205 1.507941 1.679355

Force components x, y, z for each atom (eV/Å):
O -2.960 1.766 0.363
In 1.519 -0.808 -1.274
C 0.119 -1.725 -0.533
C -0.296 -0.254 0.054
H 0.405 0.144 -0.128
H 0.078 0.315 0.347
H -0.360 -0.543 -0.064
H 0.342 0.332 0.415
C 0.419 1.366 -1.477
C 0.164 -1.840 0.841
H -0.394 0.105 0.638
H -0.278 0.491 0.039
O 0.108 0.636 -0.306
C 1.085 -2.219 1.286
O 0.311 1.793 0.335
O -0.290 0.299 -0.760
H 0.030 0.143 0.223

(8)
Here is a molecular structure, C5H7KO3 in a non-equilibrium geometry from the OMol25 dataset. Energies are from wB97M-V/def2-TZVPD.

Summary:
Strongest force on any atom = 3.44 eV/Å
Net charge = -1
Spin multiplicity = 2
<S²> = 0.878
E_tot = -1020.125366 hartree
Gap between HOMO and LUMO (alpha / beta) = 2.8547 / 2.8139 eV

Cartesian coordinates (Å):
1 O 1.616369 0.124105 -0.640634
2 K 2.987092 2.288933 -0.721384
3 O 0.715175 1.864975 0.408185
4 C 0.564780 0.656419 0.094734
5 C 1.787583 -1.296934 -0.254728
6 C 3.100449 -1.773147 0.006205
7 H 0.971089 -0.926825 0.772892
8 H 1.135812 -1.857133 -0.939814
9 H 3.817432 -0.922286 -0.095574
10 O -0.610137 0.198730 -0.359374
11 C -1.842976 0.942483 -0.134147
12 C -2.918514 -0.049056 0.226241
13 H -1.667609 1.668301 0.676608
14 H -3.101281 -0.779317 -0.579331
15 H -3.867045 0.485471 0.395238
16 H -2.688222 -0.624712 1.144878

Force components x, y, z for each atom (eV/Å):
O 0.480 0.743 -0.543
K -0.386 -0.463 0.179
O 0.163 -0.228 1.101
C -0.713 1.498 -3.018
C -1.125 0.847 1.585
C -0.118 -0.034 -0.349
H 1.336 -2.061 -0.553
H 0.070 -0.228 0.527
H -0.128 0.004 0.265
O -0.502 0.274 0.978
C 0.899 -0.107 0.179
C -0.160 -0.120 -0.103
H -0.046 -0.185 -0.356
H 0.071 0.176 0.201
H 0.239 -0.092 -0.027
H -0.079 -0.022 -0.066